[1]
Formula: C13H16Cl2LuN2
Source: OMol25
Level of theory: wB97M-V/def2-TZVPD

Positions of all 34 atoms, in Å:
Lu (-0.565, -0.010, 0.325)
Cl (0.143, 1.444, 2.165)
Cl (-1.656, -1.969, -0.721)
C (-2.695, 0.870, 0.629)
H (-3.253, -0.083, 0.622)
H (-2.750, 1.465, 1.549)
C (0.563, 0.797, -1.341)
C (-2.188, 1.456, -0.534)
H (1.578, 0.331, -1.388)
C (-2.064, 2.955, -0.595)
H (-2.148, 0.915, -1.505)
C (-1.385, 3.527, -1.851)
H (-3.098, 3.346, -0.567)
H (-1.550, 3.321, 0.310)
C (0.114, 3.213, -1.930)
H (-1.895, 3.145, -2.747)
H (-1.512, 4.614, -1.850)
C (0.373, 1.755, -2.430)
H (0.590, 3.907, -2.638)
H (0.576, 3.366, -0.941)
H (-0.531, 1.384, -2.967)
H (1.224, 1.803, -3.139)
N (0.115, -5.519, 3.666)
C (0.645, -4.703, 3.010)
C (1.279, -3.693, 2.198)
C (2.625, -3.792, 1.814)
C (3.178, -2.803, 1.012)
C (2.374, -1.731, 0.606)
N (1.092, -1.650, 0.987)
C (0.532, -2.596, 1.765)
H (3.209, -4.650, 2.149)
H (4.213, -2.834, 0.681)
H (2.747, -0.920, -0.030)
H (-0.537, -2.473, 1.995)

Its net charge is -1. As for the HOMO-LUMO gap (spin up / spin down): 5.5 / 3.7 eV. Its electronic energy is -75387.44680 eV. The value obtained for the HOMO energy (spin up / spin down) is -3.598 / -1.815 eV.

Here are the Mulliken charges for atoms 1 to 6, given in e: Lu 0.4952; Cl -0.6209; Cl -0.6213; C -1.0441; H 0.4009; H 0.3291

[2]
Formula: C21H43N2P3PdS
Source: OMol25
Level of theory: wB97M-V/def2-TZVPD

Positions of all 71 atoms, in Å:
Pd (-0.064, 0.359, 0.976)
P (-0.749, 2.081, 2.287)
P (-2.207, -0.308, 0.379)
P (2.138, 1.139, 0.713)
H (-0.059, -2.452, -8.452)
C (0.963, -2.693, -8.172)
C (1.300, -3.898, -7.719)
H (0.567, -4.693, -7.609)
C (-1.225, 3.605, 1.361)
C (-2.240, 1.956, 3.382)
C (0.385, 2.808, 3.560)
C (-2.391, -1.800, -0.679)
C (-3.512, -0.733, 1.624)
C (-3.123, 0.915, -0.655)
C (3.292, 0.311, -0.465)
C (3.349, 1.346, 2.103)
C (2.158, 2.857, 0.066)
H (1.696, -1.898, -8.283)
H (2.323, -4.139, -7.440)
H (-1.517, 4.420, 2.033)
H (-2.058, 3.358, 0.698)
H (-0.391, 3.928, 0.733)
H (-2.297, 2.827, 4.045)
H (-2.177, 1.053, 3.994)
H (-3.154, 1.911, 2.786)
H (-0.139, 3.559, 4.161)
H (1.247, 3.273, 3.083)
H (0.748, 2.018, 4.222)
H (-3.442, -2.112, -0.690)
H (-1.764, -2.607, -0.294)
H (-2.062, -1.578, -1.696)
H (-4.471, -0.292, 1.331)
H (-3.250, -0.380, 2.622)
H (-3.630, -1.820, 1.660)
H (-3.956, 0.444, -1.188)
H (-2.420, 1.339, -1.376)
H (-3.507, 1.730, -0.036)
H (4.261, 0.821, -0.450)
H (2.871, 0.354, -1.472)
H (3.441, -0.730, -0.167)
H (4.122, 2.065, 1.809)
H (3.833, 0.391, 2.326)
H (2.860, 1.714, 3.008)
H (3.154, 3.124, -0.305)
H (1.865, 3.541, 0.867)
H (1.427, 2.942, -0.741)
C (0.573, -1.017, -2.268)
C (0.420, 0.265, -2.823)
C (0.203, 0.433, -4.191)
C (0.129, -0.669, -5.043)
C (0.282, -1.950, -4.501)
C (0.499, -2.125, -3.139)
S (0.828, -1.345, -0.556)
H (-0.302, 1.431, -0.244)
H (0.490, 1.122, -2.159)
H (0.091, 1.438, -4.591)
H (-0.042, -0.536, -6.107)
H (0.229, -2.823, -5.148)
H (0.613, -3.125, -2.728)
C (0.673, -0.254, 4.843)
C (0.380, -1.275, 3.827)
N (0.124, -1.139, 2.477)
C (-0.090, -2.436, 2.113)
C (0.042, -3.286, 3.168)
N (0.335, -2.560, 4.236)
H (-0.218, 0.388, 4.960)
H (1.638, 0.225, 4.588)
H (0.820, -0.721, 5.841)
H (-0.331, -2.801, 1.149)
H (-0.073, -4.362, 3.158)
H (0.488, -2.931, 5.201)

Its net charge is +4. As for the HOMO-LUMO gap (spin up / spin down): 6.0 / 4.4 eV. Its electronic energy is -67592.45746 eV. Its spin multiplicity is 5. Its expectation value of S² is 6.034. The value obtained for the HOMO energy (spin up / spin down) is -16.808 / -19.668 eV.

Here are the Mulliken charges for atoms 1 to 6, given in e: Pd -0.4147; P 0.9570; P 1.5034; P 1.4599; H 0.3313; C -0.1908

[3]
Formula: C30H29AsFN4O8SbSe4Ti
Source: OMol25
Level of theory: wB97M-V/def2-TZVPD

Positions of all 79 atoms, in Å:
Ti (-0.113, -0.871, -0.642)
O (2.319, -1.731, -3.944)
C (1.518, -1.300, -3.130)
O (1.332, -1.689, -1.921)
C (0.645, -0.116, -3.483)
C (0.544, 0.502, -4.710)
C (-0.271, 1.627, -4.813)
C (-0.908, 2.127, -3.688)
C (-0.750, 1.440, -2.497)
N (-0.030, 0.337, -2.434)
C (-1.238, 1.846, -1.133)
O (-1.605, 2.986, -0.910)
O (-1.072, 0.900, -0.265)
H (1.098, 0.097, -5.545)
H (-0.395, 2.120, -5.770)
H (-1.525, 3.014, -3.702)
C (5.700, -1.472, 4.284)
C (5.962, -0.410, 3.224)
C (6.413, 0.888, 3.875)
C (6.695, 1.945, 2.822)
C (5.485, 2.140, 1.952)
C (5.249, 3.345, 1.331)
C (4.133, 3.503, 0.517)
F (3.945, 4.701, -0.078)
C (3.243, 2.491, 0.309)
C (3.464, 1.259, 0.935)
C (2.516, 0.162, 0.671)
O (1.559, 0.373, -0.091)
C (2.802, -1.066, 1.331)
C (3.896, -1.151, 2.132)
N (4.770, -0.155, 2.385)
C (4.577, 1.080, 1.764)
C (1.951, -2.321, 1.227)
O (2.353, -3.319, 1.821)
O (0.873, -2.223, 0.566)
H (6.548, -1.493, 4.969)
H (5.587, -2.471, 3.869)
H (4.801, -1.230, 4.853)
H (6.766, -0.759, 2.564)
H (7.305, 0.684, 4.468)
H (5.631, 1.234, 4.559)
H (7.542, 1.620, 2.208)
H (6.981, 2.893, 3.280)
H (5.930, 4.175, 1.470)
H (2.374, 2.612, -0.324)
H (4.066, -2.111, 2.596)
C (-0.716, -1.969, 3.208)
As (-1.644, -1.184, 1.676)
C (-2.372, 0.434, 2.486)
C (-3.219, -2.296, 1.646)
H (-1.383, -2.065, 4.066)
H (0.138, -1.344, 3.477)
H (-0.334, -2.949, 2.925)
H (-2.784, 0.230, 3.476)
H (-3.156, 0.821, 1.836)
H (-1.591, 1.192, 2.543)
H (-3.681, -2.321, 2.634)
H (-2.934, -3.300, 1.331)
H (-3.918, -1.904, 0.908)
N (-8.165, -0.739, -3.028)
C (-7.873, 0.560, -2.768)
O (-8.714, 1.445, -2.692)
C (-6.402, 0.811, -2.634)
C (-5.933, 1.591, -1.588)
C (-4.567, 1.650, -1.371)
N (-3.681, 1.015, -2.137)
C (-4.140, 0.319, -3.175)
C (-5.488, 0.174, -3.455)
H (-9.139, -0.992, -2.992)
H (-7.484, -1.453, -2.771)
H (-6.629, 2.097, -0.931)
H (-4.149, 2.224, -0.550)
H (-3.402, -0.214, -3.768)
H (-5.801, -0.475, -4.262)
Se (-5.944, -2.636, -1.106)
Sb (-4.131, -3.678, -2.291)
Se (-1.843, -2.159, -1.541)
Se (-4.112, -3.298, -4.652)
Se (-3.473, -5.800, -1.402)

Its net charge is -2. As for the HOMO-LUMO gap: 5.0 eV. Its electronic energy is -408526.38541 eV. The value obtained for the HOMO energy is -2.063 eV.

Here are the Mulliken charges for atoms 1 to 6, given in e: Ti -0.8264; O -0.7763; C 0.2077; O -0.4662; C 0.3088; C -0.6856

[4]
Formula: C7H15N3
Source: OMol25
Level of theory: wB97M-V/def2-TZVPD

Positions of all 25 atoms, in Å:
C (1.708, -0.371, 0.954)
C (0.279, -0.389, 0.819)
C (-0.609, -0.160, 1.770)
N (-1.649, 0.127, 2.373)
N (-0.141, -1.100, -0.290)
C (-1.647, -1.236, -0.605)
C (0.426, -2.472, -0.587)
H (2.069, -1.423, 1.102)
H (1.980, 0.189, 2.005)
H (1.991, 0.140, 0.031)
H (-2.168, 1.020, 2.314)
H (-2.150, -0.226, -0.503)
H (-1.711, -1.617, -1.657)
H (-2.187, -1.916, 0.161)
H (1.525, -2.712, -0.199)
H (-0.178, -3.217, -0.109)
H (0.379, -2.641, -1.621)
C (0.297, 2.708, 0.459)
N (0.821, 2.029, -0.452)
C (0.265, 1.885, -1.742)
H (-0.577, 3.256, 0.382)
H (0.834, 2.848, 1.421)
H (1.146, 1.993, -2.446)
H (-0.010, 0.806, -1.764)
H (-0.692, 2.477, -1.816)

As for the SMILES: CC(=C=N)N(C)C.C=NC. As for the HOMO-LUMO gap: 8.0 eV. Its electronic energy is -11967.82006 eV. The value obtained for the HOMO energy is -7.134 eV.

Here are the Mulliken charges for atoms 1 to 6, given in e: C -1.3517; C 0.2505; C 0.3346; N -0.6482; N 0.2575; C -1.1645

[5]
Formula: C7H16BIPd
Source: OMol25
Level of theory: wB97M-V/def2-TZVPD

Positions of all 26 atoms, in Å:
C (1.890, 2.198, 0.750)
C (0.841, 1.217, 0.160)
C (1.449, -0.160, -0.246)
C (1.976, -1.038, 0.912)
B (0.303, -0.961, -0.958)
C (-0.994, -1.405, -0.178)
C (-2.185, -0.590, -0.807)
C (-3.084, -0.032, 0.269)
I (-3.318, -1.505, 1.818)
H (1.518, 2.536, 1.716)
H (1.927, 3.090, 0.126)
H (2.888, 1.774, 0.821)
H (0.460, 1.690, -0.767)
H (-0.037, 1.128, 0.803)
H (2.268, 0.036, -0.956)
H (1.436, -0.882, 1.849)
H (3.045, -0.898, 1.058)
H (1.846, -2.094, 0.646)
H (0.363, -1.220, -2.198)
H (-1.208, -2.468, -0.287)
H (-0.818, -1.137, 0.890)
H (-2.697, -1.228, -1.524)
H (-1.780, 0.265, -1.370)
H (-2.690, 0.862, 0.748)
H (-4.051, 0.265, -0.138)
Pd (0.652, 0.556, -3.141)

Its net charge is +2. As for the HOMO-LUMO gap: 3.1 eV. Its electronic energy is -19751.20045 eV. The value obtained for the HOMO energy is -16.557 eV.

Here are the Mulliken charges for atoms 1 to 6, given in e: C -1.2135; C 0.3371; C -0.0646; C -1.4511; B -0.1570; C -0.6988

[6]
Formula: C52H48CdCl3N7O6Te
Source: OMol25
Level of theory: wB97M-V/def2-TZVPD

Positions of all 118 atoms, in Å:
Cd (-0.440, -0.098, -0.350)
C (-0.234, -4.765, -5.573)
C (0.030, -3.527, -4.760)
C (1.308, -2.964, -4.657)
C (1.585, -1.867, -3.868)
C (2.926, -1.229, -4.042)
O (3.892, -1.903, -4.346)
C (3.062, 0.265, -3.956)
C (1.979, 1.123, -4.103)
C (2.164, 2.497, -4.073)
C (3.436, 3.019, -3.882)
C (4.522, 2.164, -3.740)
C (4.337, 0.792, -3.783)
C (0.590, -1.370, -2.974)
O (0.931, -0.632, -1.988)
C (-0.761, -1.727, -3.304)
C (-0.990, -2.824, -4.154)
C (-1.859, -0.800, -3.056)
N (-1.874, 0.053, -2.085)
C (-2.817, 1.182, -2.076)
C (-3.998, 0.964, -1.137)
Te (-3.380, 0.564, 0.857)
C (-4.651, -1.113, 1.163)
C (-5.802, -1.370, 0.423)
C (-6.589, -2.480, 0.708)
C (-6.237, -3.345, 1.732)
C (-5.094, -3.090, 2.479)
C (-4.306, -1.983, 2.199)
C (-2.956, -0.802, -4.079)
C (-4.225, -1.259, -3.745)
C (-5.233, -1.288, -4.702)
C (-4.974, -0.853, -5.993)
C (-3.703, -0.402, -6.331)
C (-2.694, -0.392, -5.382)
H (0.627, -5.021, -6.191)
H (-1.091, -4.634, -6.236)
H (-0.444, -5.628, -4.938)
H (2.125, -3.360, -5.251)
H (0.985, 0.720, -4.260)
H (1.316, 3.159, -4.191)
H (3.580, 4.091, -3.846)
H (5.516, 2.569, -3.596)
H (5.163, 0.103, -3.664)
H (-2.018, -3.104, -4.364)
H (-3.202, 1.375, -3.079)
H (-2.258, 2.067, -1.762)
H (-4.574, 0.103, -1.460)
H (-4.641, 1.842, -1.121)
H (-6.115, -0.703, -0.369)
H (-7.483, -2.663, 0.125)
H (-6.851, -4.208, 1.951)
H (-4.810, -3.758, 3.283)
H (-3.406, -1.811, 2.782)
H (-4.421, -1.615, -2.741)
H (-6.216, -1.655, -4.437)
H (-5.757, -0.873, -6.739)
H (-3.495, -0.069, -7.339)
H (-1.695, -0.065, -5.647)
O (1.145, 2.524, -1.116)
N (0.963, 1.848, -0.216)
N (3.980, -3.018, -1.558)
C (4.071, -1.805, -0.887)
C (3.317, -1.587, 0.251)
N (3.534, -0.420, 0.995)
C (4.362, 0.537, 0.419)
C (5.007, 0.255, -0.731)
N (4.934, -0.928, -1.407)
H (3.112, -3.515, -1.442)
H (4.262, -2.937, -2.527)
H (2.603, -2.294, 0.633)
H (4.483, 1.459, 0.965)
H (5.645, 1.017, -1.159)
Cl (-2.725, 2.782, 3.741)
C (-2.184, 3.893, 2.437)
Cl (-3.538, 4.191, 1.318)
Cl (-1.726, 5.430, 3.169)
C (-0.954, 3.196, 1.747)
O (0.130, 3.400, 2.269)
O (-1.219, 2.440, 0.778)
C (3.348, -3.286, 5.274)
C (3.932, -3.487, 4.002)
C (3.864, -2.519, 3.043)
C (3.197, -1.287, 3.293)
C (3.067, -0.244, 2.319)
C (2.501, 0.950, 2.671)
C (2.044, 1.183, 3.986)
C (2.112, 0.199, 4.922)
C (2.672, -1.063, 4.588)
C (2.746, -2.097, 5.558)
H (3.406, -4.063, 6.025)
H (4.452, -4.412, 3.789)
H (4.329, -2.685, 2.082)
H (2.352, 1.736, 1.941)
H (1.596, 2.142, 4.211)
H (1.731, 0.357, 5.924)
H (2.326, -1.911, 6.539)
N (-0.758, -2.936, 5.277)
C (-0.533, -2.312, 4.092)
C (-0.776, -0.942, 3.939)
C (-0.524, -0.351, 2.727)
N (-0.076, -1.021, 1.654)
C (0.137, -2.336, 1.800)
C (-0.055, -3.012, 2.978)
H (-1.004, -2.405, 6.092)
H (-0.478, -3.890, 5.411)
H (-1.120, -0.335, 4.765)
H (-0.669, 0.718, 2.604)
H (0.486, -2.867, 0.924)
H (0.168, -4.069, 3.034)
C (-3.458, -4.120, -1.373)
C (-2.413, -3.962, -0.290)
O (-1.995, -2.609, -0.138)
H (-3.665, -5.175, -1.560)
H (-3.106, -3.670, -2.302)
H (-4.395, -3.640, -1.080)
H (-1.511, -4.522, -0.540)
H (-2.788, -4.338, 0.668)
H (-2.760, -2.076, 0.124)

As for the HOMO-LUMO gap (spin up / spin down): 7.7 / 5.8 eV. Its electronic energy is -126842.47864 eV. The value obtained for the HOMO energy (spin up / spin down) is -7.667 / -5.748 eV.

Here are the Mulliken charges for atoms 1 to 6, given in e: Cd 3.1102; C -1.6698; C 0.0131; C -0.3791; C 1.4501; C -0.2023